{"formula": "C13H19ClN2O2OsS", "method": "ωB97M-V with the def2-TZVPD basis set", "total_energy_ha": -1715.02288, "largest_force_ha_per_bohr": 0.130, "de_lowest_kcal_mol": 0.0, "orbital_gap_ha": [0.2243, 0.2194], "charge": 2, "lumo_ev": [-6.81, -10.26], "multiplicity": 5, "elements": ["H", "S", "C", "C", "C", "H", "C", "N", "C", "H", "H", "O", "H", "H", "Os", "C", "C", "H", "N", "H", "C", "C", "O", "H", "H", "H", "Cl", "C", "H", "H", "H", "H", "C", "H", "C", "H", "H", "C", "H"], "coordinates": [[0.62774, -4.21433, 1.42271], [-0.99339, -0.54496, -0.61848], [1.14367, 3.06766, -0.11483], [-1.91956, 3.14459, -2.31762], [1.17920, -3.68465, 0.63881], [-2.74117, 2.46486, -2.08046], [1.63365, 0.61060, -2.10395], [-0.43267, -1.48391, 1.80778], [-1.17498, 2.92454, 0.15230], [0.74486, -1.37982, 3.51295], [-1.58974, -0.51813, 3.33967], [2.29749, 0.27855, -2.99501], [-1.40002, 2.69880, -3.22342], [-2.31300, 4.13088, -2.58345], [0.46514, 1.15312, -0.67772], [0.32905, -2.14854, 2.86188], [0.07507, -2.96053, -1.50036], [1.14345, -2.77358, 2.49861], [0.26568, -2.79006, -0.06612], [1.54801, -4.43232, -0.05984], [-0.92145, 3.16336, -1.23505], [0.52832, 3.21886, -1.41194], [2.38030, 0.24208, 1.52078], [0.49690, -2.09086, -2.03212], [-2.16697, 2.81361, 0.59049], [0.56327, -3.87350, -1.83542], [-0.26094, 1.57004, -3.94432], [-0.27868, -1.71160, 0.50107], [-2.42209, -0.71091, 1.79594], [2.19832, 3.19500, 0.12618], [-1.13799, 0.53258, 1.97884], [-1.00463, -3.04465, -1.69275], [0.06356, 2.82238, 0.84759], [0.17834, 2.72571, 1.92907], [1.66386, 0.58958, 0.65687], [-0.36793, -2.77284, 3.42576], [2.03235, -3.09616, 1.00819], [-1.43928, -0.49430, 2.25257], [1.00625, 3.37884, -2.37519]], "forces_ev_per_angstrom": [[0.44, 0.02, -0.15], [-1.63, -1.02, -0.15], [0.00, 2.01, 0.12], [-0.29, -0.19, 0.28], [0.14, -0.56, -0.12], [-0.02, 0.16, -0.10], [2.91, -1.77, -3.57], [0.20, 0.29, -0.79], [-0.79, 0.83, -0.87], [-0.06, -0.04, 0.06], [0.39, -0.29, -0.34], [-1.84, 1.09, 2.93], [-0.45, 0.48, -0.11], [0.19, -0.06, -0.11], [-0.44, -0.84, -1.06], [-0.07, -0.24, 0.83], [-0.15, 0.19, -0.58], [-0.51, 0.69, 0.43], [0.11, 1.01, 0.34], [-0.05, 0.14, -0.05], [-0.02, 0.15, 1.62], [0.17, 0.28, 0.60], [-2.74, 1.36, -3.18], [-0.16, -0.57, -0.10], [0.34, -0.02, -0.14], [0.00, 0.13, 0.09], [-0.09, -0.40, -0.78], [-0.57, -0.72, 0.67], [0.49, 0.06, 0.11], [-0.41, 0.24, -0.09], [-0.08, -0.45, 0.16], [0.39, 0.02, -0.22], [0.58, 0.12, -0.29], [0.05, 0.03, -0.44], [4.24, -2.23, 4.63], [0.18, 0.04, 0.16], [-0.19, -0.57, -0.11], [-0.31, 0.39, -0.12], [0.06, 0.25, 0.43]], "lowdin_charge": [0.115, 0.805, -0.220, -0.031, -0.006, 0.116, -0.338, -0.161, -0.077, 0.111, 0.117, 0.151, -0.098, 0.134, 1.117, -0.016, -0.057, 0.058, -0.158, 0.110, -0.305, -0.179, 0.173, 0.067, 0.144, 0.111, 0.469, -0.588, 0.105, 0.144, 0.056, 0.104, -0.147, 0.140, -0.276, 0.121, 0.111, -0.041, 0.117]}